Computed, not measured: a 2-piece molecular cluster, C16H21N2O3S overall, with wB97M-V/def2-TZVPD.

Geometry as XYZ:
```
43
Properties=species:S:1:pos:R:3
H -1.99 2.02 -2.04
H 4.24 1.96 -1.76
H -1.15 -2.39 4.67
N -2.44 1.63 2.84
O -2.39 2.83 2.94
C -1.15 1.33 -2.13
H 0.27 -1.64 -4.00
C 0.72 -1.84 -3.03
C 2.59 -0.93 -1.62
H -1.08 2.55 4.96
H -2.15 -1.97 -2.84
C -1.57 -1.30 -2.21
C 2.76 1.33 -3.13
H 0.72 0.66 -0.50
O 2.53 -2.10 -0.88
H -2.29 -1.05 2.94
C -1.61 0.07 -2.92
C 1.86 0.35 -3.47
H 0.05 1.19 6.68
N -0.27 -1.90 -1.95
H -1.07 0.09 -3.86
O -3.03 1.04 1.95
C 3.55 1.18 -2.04
H -2.10 -1.27 -1.26
C 3.49 0.04 -1.28
H 1.21 -2.81 -3.10
C -1.78 -0.56 3.76
H 1.20 0.47 -4.32
C 1.75 -0.78 -2.70
H -0.37 1.89 -2.65
C -0.48 -0.68 5.78
C -1.09 1.47 4.90
H 0.01 -1.28 6.54
C -1.14 -1.31 4.73
H 0.12 -1.61 -1.08
H -1.34 0.30 0.26
H 2.80 2.22 -3.73
S -0.55 1.14 -0.44
H -2.66 0.23 -3.17
C -0.46 0.70 5.86
H 4.11 -0.13 -0.42
H 1.96 -2.00 -0.12
C -1.75 0.82 3.86
```

The charge is +1. The total energy is -36879.547 eV. The energy relative to the best compared isomer or geometry (same formula, charge and spin) comes out at 107.8 kcal per mole. The value obtained for the molar mass is 321.42 g mol⁻¹. The calculation puts the frontier orbital gap at 8.450 eV. As for the spin multiplicity: 1.

Computed, not measured: the molecule C8H15N3O5S, with wB97M-V/def2-TZVPD.

Geometry as XYZ:
```
32
Properties=species:S:1:pos:R:3
C -3.00 -1.73 -2.87
H -1.42 -3.15 -1.01
C -1.62 0.32 -2.25
H 0.98 -0.82 -3.11
N -0.70 -2.91 -1.68
H 0.44 1.21 -2.30
O -3.14 -2.35 -3.91
C 0.34 1.51 1.95
C 1.82 1.28 2.31
N -1.67 -1.04 -2.77
H -0.20 0.59 2.18
H -1.93 1.07 -3.00
O 1.57 -0.92 3.66
C -0.68 -1.71 -2.22
C 0.14 1.75 0.43
H 3.96 0.19 3.82
H -0.08 2.30 2.57
S 1.85 0.45 3.92
H 0.02 -3.59 -1.87
O 3.35 0.50 4.51
C -0.02 0.37 -0.25
H 2.35 2.23 2.40
H -2.27 0.56 -1.40
H -0.86 -0.17 0.21
H 0.86 -0.23 -0.02
O 0.95 1.05 4.83
H 2.32 0.61 1.61
H -0.79 2.30 0.26
H 0.95 2.34 -0.01
O -3.83 -1.60 -1.96
N 0.47 -0.86 -2.24
C -0.13 0.43 -1.79
```

The total energy is -34080.443 eV. The value obtained for the molar mass is 265.29 g mol⁻¹. The calculation puts the frontier orbital gap at 8.258 eV. As for the spin multiplicity: 1.

Computed, not measured: a 2-piece molecular cluster, C2H2Br2N2O2S overall, with wB97M-V/def2-TZVPD.

Geometry as XYZ:
```
11
Properties=species:S:1:pos:R:3
N -1.16 -0.13 -1.25
O 1.21 0.51 -1.38
C 0.50 -1.60 1.67
Br -0.37 2.35 0.37
H -0.77 -0.72 -0.32
Br 2.20 -0.06 3.17
H -2.11 0.05 -1.64
C 1.40 -1.58 2.70
N -0.19 -1.81 0.74
S -0.14 1.07 -1.49
O -0.59 1.92 -2.57
```

The total energy is -160096.895 eV. The energy relative to the best compared isomer or geometry (same formula, charge and spin) comes out at 65.7 kcal per mole. The value obtained for the molar mass is 277.92 g mol⁻¹. The calculation puts the frontier orbital gap (spin up / spin down) at 7.193 / 7.215 eV. As for the spin multiplicity: 1.

Computed, not measured: the molecule C3H6IP, with wB97M-V/def2-TZVPD.

Geometry as XYZ:
```
11
Properties=species:S:1:pos:R:3
C 0.01 -0.38 -0.17
H -0.40 0.88 1.57
P 1.43 1.09 -0.16
H -1.57 1.00 -0.62
I 3.45 -0.25 -0.02
H -1.22 -0.17 -1.91
H 0.41 -1.35 -0.41
C 0.36 0.24 1.13
H -2.08 -0.68 -0.45
C -1.29 -0.03 -0.83
H 0.89 -0.35 1.87
```

The SMILES is C[C@@H]1CP1I. The total energy is -20597.430 eV. The energy relative to the best compared isomer or geometry (same formula, charge and spin) comes out at 0.0 kcal per mole. The value obtained for the molar mass is 199.96 g mol⁻¹. The calculation puts the frontier orbital gap at 8.960 eV. As for the spin multiplicity: 1.

Computed, not measured: a 2-piece molecular cluster, H3N3O overall, with wB97M-V/def2-TZVPD.

Geometry as XYZ:
```
7
Properties=species:S:1:pos:R:3
H 0.67 -0.17 0.71
N -1.78 0.29 0.03
O -2.48 -0.73 -0.12
N 2.25 -0.14 -0.26
H -2.14 0.87 -0.74
H 2.29 0.60 0.40
N 1.19 -0.72 -0.03
```

The SMILES is [H]/N=N\[H].N=O. The total energy is -6561.423 eV. The energy relative to the best compared isomer or geometry (same formula, charge and spin) comes out at 91.5 kcal per mole. The value obtained for the molar mass is 61.04 g mol⁻¹. The calculation puts the frontier orbital gap at 8.786 eV. As for the spin multiplicity: 1.

Computed, not measured: a 2-piece molecular cluster, C4H6N2O2 overall, with wB97M-V/def2-TZVPD.

Geometry as XYZ:
```
14
Properties=species:S:1:pos:R:3
H 0.24 -0.20 -1.79
C -1.93 -0.16 0.33
N 1.14 -2.39 0.50
C 0.81 -1.43 -0.09
C 2.47 0.88 0.11
H -0.08 1.02 0.79
C 0.36 -0.25 -0.73
O 1.92 1.70 0.68
O 3.24 0.18 -0.47
H -2.43 0.46 0.97
N -0.64 0.50 -0.05
H -2.55 -0.52 -0.55
H -1.65 -1.08 0.88
H -0.91 1.26 -0.59
```

The total energy is -11318.115 eV. The energy relative to the best compared isomer or geometry (same formula, charge and spin) comes out at 67.5 kcal per mole. The value obtained for the molar mass is 114.10 g mol⁻¹. The calculation puts the frontier orbital gap at 7.710 eV. As for the spin multiplicity: 1.